[1]
Computed, not measured: a structure of composition C15H20BrN2O4PS2V in a non-equilibrium geometry, with the ωB97M-V functional and the def2-TZVPD basis.

Last column: natural (NBO) charge in e.
Element x y z (Å)
C1 -1.1774 0.0706 -3.5387  -0.609
C2 -1.3500 -1.4656 -3.4441  -0.441
C3 -0.0441 -2.0949 -2.8908  -0.068
O1 -0.1659 -2.5996 -1.5399  -0.498
C4 -0.4924 -1.6803 -0.6145  0.347
C5 0.3213 -0.6555 -0.1932  -0.019
C6 1.6972 -0.5275 -0.8076  -0.570
C7 2.5327 -1.7991 -0.6352  0.556
O2 3.4567 -2.0587 -1.3413  -0.462
Br1 2.1075 -3.0426 0.8418  -0.040
C8 -0.1073 0.2436 0.8297  0.041
C9 0.7920 1.3522 1.3314  -0.435
C10 0.7468 2.6674 0.5131  -0.222
C11 -0.6795 3.1648 0.1355  -0.634
C12 1.3735 3.7606 1.4331  -0.591
C13 -1.3509 0.0782 1.3972  -0.333
P1 -1.9787 1.2115 2.7094  0.831
S1 -3.7499 1.9122 2.2463  -0.385
C14 -2.2499 -0.9599 0.9881  0.087
N1 -3.4490 -1.1897 1.4723  -0.571
S2 -3.9369 -2.5029 0.6258  1.012
N2 -2.6705 -2.7680 -0.3037  -0.575
C15 -1.7694 -1.8251 -0.0277  0.085
H1 -0.1868 0.2746 -3.9620  0.199
H2 -1.8917 0.5083 -4.2397  0.229
H3 -1.2524 0.5145 -2.5406  0.199
H4 -1.4667 -1.8527 -4.4617  0.223
H5 -2.2282 -1.7805 -2.8768  0.227
H6 0.8013 -1.4241 -3.0431  0.168
H7 0.1638 -2.9730 -3.5071  0.216
H8 2.2678 0.2580 -0.3046  0.266
H9 1.6671 -0.2299 -1.8556  0.272
H10 1.8207 0.9773 1.2475  0.215
H11 0.6615 1.5408 2.3962  0.222
H12 1.3498 2.6511 -0.4004  0.210
H13 -0.9324 4.0276 0.7605  0.218
H14 -0.7146 3.4994 -0.9041  0.231
H15 -1.4763 2.4317 0.2816  0.212
H16 2.2887 3.3699 1.8894  0.205
H17 1.5060 4.7116 0.9186  0.230
H18 0.6502 3.9093 2.2467  0.194
H19 -1.9595 0.5387 3.9513  0.008
H20 -1.1341 2.3302 2.8328  0.016
O3 2.5701 -4.7260 3.6734  -0.695
V1 4.0804 -4.1354 4.0501  1.903
O4 5.5591 -3.7130 4.6607  -0.673

## Properties
HOMO level: -10.81 eV
Total energy: -153724.2381 eV
LUMO level: -9.146 eV
Total charge: +1
Spin multiplicity: 1

***

[2]
Computed, not measured: a cluster of 2 separate species, C4H12N3 in total, with the ωB97M-V functional and the def2-TZVPD basis.

Last column: natural (NBO) charge in e.
Element x y z (Å)
C1 -0.4091 -1.0700 -1.4854  -0.034
C2 0.1185 -1.8459 -0.5436  -0.147
N1 -0.0762 -1.6230 0.8799  -0.854
N2 -0.1604 -1.1734 -2.8479  -0.797
H1 -1.0253 -0.2310 -1.1731  0.173
H2 0.7122 -2.7100 -0.8095  0.207
H3 0.2597 -2.4458 1.3657  0.409
H4 -1.0712 -1.5754 1.0763  0.393
H5 -0.9895 -1.1297 -3.4236  0.389
H6 0.3753 -1.9944 -3.0968  0.381
C3 -0.2788 1.9671 1.0681  -0.071
C4 -0.1438 2.9145 1.9663  -0.331
N3 0.7732 0.9734 0.8526  -0.737
H7 -1.1283 1.8404 0.4165  0.225
H8 -0.9025 3.6559 2.1596  0.248
H9 0.7712 2.9654 2.5489  0.210
H10 1.1636 1.0652 -0.0864  0.439
H11 1.5347 1.0692 1.5255  0.431
H12 0.3905 -0.0507 0.9493  0.466

## Properties
HOMO level: -11.88 eV
Total energy: -8805.5052 eV
LUMO level: -2.803 eV
Total charge: +1
Spin multiplicity: 1